Record 1
An isolated molecule of C5H9N3 at a distorted geometry. Source: the Open Molecules 2025 dataset; level of theory: the ωB97M-V functional and the def2-TZVPD basis.

```
17
Properties=species:S:1:pos:R:3:forces:R:3
C -2.163 -0.010 0.391 -3.18 -1.15 6.78
N -1.202 -0.046 -0.544 -4.93 1.13 -6.28
N -0.054 0.237 -0.067 5.59 2.31 1.47
C 0.407 1.166 0.951 -1.77 -1.33 2.47
C 1.727 0.787 1.081 0.81 -0.86 -2.93
C 2.246 -0.099 0.015 -6.49 1.20 0.50
C 1.021 -0.379 -0.643 1.90 -0.87 0.65
N 0.724 -1.249 -1.680 -0.48 0.89 -0.63
H -2.343 1.047 0.979 0.54 -2.33 -1.31
H -3.195 -0.353 0.083 1.35 0.25 -0.02
H -1.708 -0.870 1.303 -1.79 2.64 -2.32
H -1.613 0.501 -1.489 1.83 -1.00 2.90
H -0.318 1.505 1.942 2.24 -0.80 -3.58
H 2.512 1.312 1.438 1.75 1.84 2.68
H 3.157 -0.500 -0.274 1.63 -0.24 -0.07
H 1.009 -2.221 -1.370 -1.54 1.44 -1.39
H -0.208 -0.829 -2.116 2.54 -3.11 1.08
```
Forces are in eV/Å.

Results
- ΔE to the lowest compared entry with this formula, charge and spin (kJ/mol) = 574.28
- E (eV) = -9795.51490
- E_LUMO (eV) = 0.69
- charge = 0
- 2S+1 = 1
- max |F| (eV/Å) = 8.06
- HOMO-LUMO gap (eV) = 8.2
- SMILES = CNn1cccc1N

---

Record 2
An isolated molecule of C5H9N3 at a distorted geometry. Source: the Open Molecules 2025 dataset; level of theory: the ωB97M-V functional and the def2-TZVPD basis.

```
17
Properties=species:S:1:pos:R:3:forces:R:3
C 1.691 0.605 -0.084 1.88 5.09 -2.38
N 1.997 -0.574 0.105 -0.62 -1.87 -0.41
N 0.842 -1.231 0.468 -1.85 -4.36 4.79
C -0.365 -1.638 -0.315 1.69 -0.72 -2.08
C -1.367 -0.564 -0.478 -3.27 5.31 0.16
N -1.667 0.203 0.884 2.48 -3.39 0.42
C -1.033 0.991 -0.106 1.16 2.00 -0.91
C 0.450 1.518 0.010 1.66 2.07 1.21
H 2.551 1.181 -0.640 -1.23 -0.81 1.52
H 1.047 -1.903 1.336 -0.59 1.70 -3.14
H -0.839 -2.535 0.297 1.05 1.61 -1.75
H -0.121 -1.790 -1.498 -0.02 -0.86 2.78
H -2.244 -0.630 -1.336 2.22 -0.26 2.77
H -0.788 -0.328 1.425 -2.67 1.97 -1.08
H -1.591 2.085 -0.298 0.60 -3.48 -0.38
H 0.887 2.256 -0.813 -2.28 -1.16 1.23
H 0.551 2.353 1.043 -0.22 -2.85 -2.77
```
Forces are in eV/Å.

Results
- ΔE to the lowest compared entry with this formula, charge and spin (kJ/mol) = 686.98
- E (eV) = -9794.34680
- E_LUMO (eV) = 0.91
- charge = 0
- 2S+1 = 1
- max |F| (eV/Å) = 6.73
- HOMO-LUMO gap (eV) = 9.5
- SMILES = C1=NNC[C@H]2N[C@H]2C1